Entry 1:
106
Properties=species:S:1:pos:R:3:forces:R:3:mulliken_charge:R:1 method="wB97M-V/def2-TZVPD" energy_ev=-126182.6678 e_lumo_ev=-4.832 de_lowest_kcal_mol=27.5 charge=+2 fmax_ev_per_a=3.10
Ba -7.765 25.395 -26.727 -1.1483 0.1574 -0.8155 1.929
Ba -13.474 32.555 -24.945 1.6731 -1.6259 -0.3156 1.955
C -11.756 27.855 -26.077 1.7021 -1.2732 -0.8212 -0.143
C -11.937 29.167 -25.693 -2.1454 0.2719 -0.5056 0.252
C -10.755 30.132 -25.661 0.4189 1.1648 1.0272 0.027
O -10.832 31.269 -25.129 -1.6070 -0.1067 -0.2230 -0.602
C -9.534 29.717 -26.167 1.9879 -2.1548 -1.0215 -0.846
C -9.279 28.407 -26.597 -2.3547 -1.0668 0.2538 0.511
C -10.494 27.330 -26.489 -0.6314 2.2003 0.8591 0.987
O -10.269 26.131 -26.708 0.7653 -0.2531 -0.4194 -1.113
O -8.211 27.903 -27.036 0.6130 0.0532 0.3716 -1.301
O -13.131 29.549 -25.475 1.0968 1.5293 0.6198 -0.906
H -12.627 27.219 -26.151 -0.0365 -0.0550 0.1979 0.576
H -8.600 30.256 -26.086 -0.4320 0.8216 0.0722 0.613
C -5.767 30.042 -25.244 -0.9339 -0.9172 0.6381 -0.630
N -6.380 31.016 -24.280 1.4700 0.8581 -0.8012 0.917
O -5.710 32.012 -24.090 -0.1975 0.0619 0.2416 -0.565
O -7.459 30.800 -23.799 -0.5444 -0.5232 0.2667 -0.409
H -6.481 29.217 -25.258 0.1721 0.0027 -0.3792 0.119
H -4.823 29.701 -24.832 0.1080 0.2770 -0.0161 0.374
H -5.652 30.499 -26.219 0.0101 0.1931 0.0841 0.285
C -13.463 29.007 -29.198 -1.4544 -1.6902 0.6583 -0.230
O -13.771 30.373 -29.488 1.7470 0.8201 0.4294 -0.376
P -12.758 31.497 -28.952 0.2712 -0.2720 -1.2775 -0.026
O -12.900 31.878 -27.527 -0.4300 0.6633 -0.0525 -0.193
O -11.285 30.915 -29.246 -1.6126 0.2430 -0.3254 0.441
C -10.109 31.685 -29.022 1.1651 -0.5308 0.9741 -0.680
O -13.017 32.680 -29.997 -0.1605 -0.9301 1.2803 -0.371
C -13.029 32.337 -31.390 0.0788 0.0870 -1.1670 -0.672
H -14.330 28.611 -28.654 0.2174 0.2264 0.2978 0.122
H -12.583 28.814 -28.587 0.1409 0.4463 -0.0958 0.045
H -13.471 28.346 -30.067 0.4500 0.7208 -0.4774 0.459
H -10.046 32.036 -27.989 -0.4247 0.3080 -0.0937 0.178
H -9.911 32.484 -29.733 -0.4853 -0.0179 -0.1505 0.319
H -9.294 30.959 -29.060 -0.0179 0.0784 -0.3459 0.171
H -12.982 31.270 -31.600 0.3497 -0.0473 0.3970 0.272
H -12.196 32.858 -31.859 0.0137 -0.1130 -0.0006 0.297
H -13.947 32.645 -31.893 -0.0964 0.3925 0.5342 0.271
C -16.596 26.143 -26.982 -0.1602 0.3642 -0.9291 -0.526
O -16.562 25.549 -28.317 -0.2979 -0.0073 0.8283 -0.284
P -15.737 24.227 -28.514 1.5377 -1.3621 -0.4535 0.807
O -15.510 23.401 -27.308 -0.5176 0.7064 -0.5048 -0.633
O -16.376 23.512 -29.779 0.5528 1.3270 0.8518 -0.305
C -17.534 22.682 -29.701 0.0802 -1.3428 -0.6126 -0.683
O -14.327 24.721 -29.166 -1.0714 -0.0175 -0.4318 -0.168
C -13.404 25.369 -28.317 0.6354 0.1838 0.6330 0.016
H -17.627 26.109 -26.639 0.0398 0.1053 0.0487 0.293
H -16.264 27.162 -27.179 -0.1355 0.0688 0.5157 0.141
H -15.950 25.640 -26.269 0.0411 -0.1638 -0.1221 0.307
H -18.187 22.921 -30.538 0.0087 0.2450 0.1525 0.275
H -18.095 22.659 -28.768 0.2946 0.5200 0.1484 0.326
H -17.148 21.672 -29.872 -0.3104 0.0119 0.1051 0.282
H -13.090 26.381 -28.590 -0.6417 0.0518 -0.7068 0.012
H -12.461 24.825 -28.335 -0.1171 -0.3047 0.3653 0.034
H -13.795 25.468 -27.304 0.1957 -0.3435 0.1624 0.086
C -12.203 24.909 -23.740 -1.3009 -0.7615 -0.2871 -0.421
O -11.391 23.719 -23.565 1.2009 0.6101 -0.3175 -0.367
P -9.820 23.941 -23.556 -1.1593 -0.6472 0.7602 0.678
O -9.162 24.192 -24.865 0.4117 0.0427 0.0144 -0.246
O -9.668 25.156 -22.534 0.3287 -0.5374 -0.5575 -0.261
C -8.420 25.835 -22.503 0.5086 1.2575 0.7476 -0.524
O -9.298 22.658 -22.813 0.0874 0.8675 0.4206 -0.345
C -9.014 21.402 -23.414 0.3110 -0.2129 -1.5725 -0.649
H -11.718 25.681 -24.332 0.2153 0.1589 0.3746 0.062
H -12.596 25.177 -22.762 0.5155 0.5264 0.0251 0.303
H -13.091 24.600 -24.297 0.2240 -0.1696 -0.1690 0.251
H -7.608 25.197 -22.161 0.0486 -0.2142 -0.4335 0.363
H -8.446 26.656 -21.781 -0.5682 -0.3744 0.3192 0.284
H -8.210 26.417 -23.406 0.0067 -0.6794 -0.4403 0.035
H -8.148 20.924 -22.964 -0.2740 0.1403 0.5728 0.263
H -8.717 21.564 -24.458 -0.1472 0.0107 0.0454 0.254
H -9.894 20.764 -23.431 0.0313 0.0141 0.3585 0.289
C -12.925 30.925 -20.485 -0.6150 -0.5553 0.1321 -0.722
O -11.556 31.274 -20.693 0.2685 0.3002 -0.8495 -0.282
P -11.199 32.597 -21.523 0.6582 -0.2950 1.7372 0.398
O -12.093 32.954 -22.650 -0.9166 0.1186 -0.2138 -0.400
O -11.146 33.708 -20.381 -0.2306 -0.0870 -1.5317 -0.353
C -10.211 33.583 -19.290 -0.5382 -0.7274 0.5030 -0.685
O -9.729 32.325 -21.955 -0.3467 -0.0938 0.1544 0.026
C -9.092 33.216 -22.900 0.1363 -0.1156 -0.4543 -0.416
H -13.565 31.771 -20.723 -0.2274 -0.1225 0.0376 0.349
H -13.127 30.579 -19.470 0.5292 0.6183 0.2777 0.285
H -13.203 30.029 -21.046 0.2208 0.3326 -0.6158 0.224
H -9.734 32.602 -19.258 0.0672 0.0601 -0.3247 0.319
H -10.853 33.614 -18.411 0.4286 0.4673 0.1891 0.299
H -9.456 34.360 -19.344 -0.1944 0.1406 0.0510 0.272
H -8.079 33.330 -22.526 0.0349 0.0529 -0.3467 0.248
H -9.575 34.188 -23.017 -0.1515 -0.0243 0.5374 0.408
H -9.149 32.733 -23.875 0.3339 -0.0598 0.1424 -0.046
C -7.700 25.167 -32.920 0.6375 -0.2947 0.0616 -0.723
O -8.917 24.766 -32.249 -0.1049 0.5136 0.3869 -0.312
P -9.322 25.559 -30.942 -2.3437 1.4337 -0.9172 0.307
O -8.549 25.401 -29.707 1.0414 -0.4188 0.8122 -0.223
O -9.408 27.083 -31.453 0.6514 -1.0113 -0.0247 -0.378
C -9.616 28.128 -30.513 -0.7872 0.1804 0.5776 -0.229
O -10.875 25.250 -30.729 0.4888 -0.3509 -0.5682 0.034
C -11.414 23.915 -30.913 1.1149 -0.4686 0.4448 -0.755
H -7.452 24.444 -33.693 -0.2827 -0.2908 0.2235 0.264
H -6.915 25.161 -32.164 0.2234 0.2033 -0.2643 0.311
H -7.774 26.128 -33.426 -0.3256 0.1493 0.3785 0.275
H -9.147 27.883 -29.559 0.1819 0.2480 -0.0710 0.008
H -10.690 28.253 -30.339 0.0222 -0.1810 0.0086 0.269
H -9.285 29.083 -30.915 0.4258 -0.2355 -0.1369 0.274
H -12.346 23.915 -31.465 -0.0637 0.3875 0.0905 0.243
H -11.512 23.464 -29.928 -0.4212 0.0530 0.0247 0.270
H -10.670 23.308 -31.432 -0.2275 -0.0017 -0.2620 0.435

Entry 2:
18
Properties=species:S:1:pos:R:3:forces:R:3:mulliken_charge:R:1 method="wB97M-V/def2-TZVPD" energy_ev=-10268.6062 e_lumo_ev=0.961 de_lowest_kcal_mol=51.8 fmax_ev_per_a=3.20
H 1.843 0.873 -0.922 0.0179 0.2729 0.1223 0.318
N 1.898 1.319 0.003 -1.8692 -0.2626 0.5644 -0.570
C 0.763 1.168 0.570 -1.9572 2.2508 -1.1465 -0.229
N -0.527 0.680 -0.028 1.3415 -0.9844 -0.5819 0.015
C -1.680 1.533 -0.276 0.5860 0.5429 0.5883 -1.027
C -0.909 -0.688 0.391 1.5755 0.2123 -0.1961 -0.640
C 0.231 -1.526 -0.164 1.1768 -0.8655 -0.8869 0.665
N 1.525 -1.282 0.340 -0.5769 -1.1182 0.2624 -0.594
N 0.054 -2.301 -1.183 -0.3211 0.8025 0.9673 -0.753
H 0.943 -2.691 -1.503 -0.1387 -0.0448 0.1171 0.194
H 0.539 1.629 1.543 0.7172 -0.2210 0.1601 0.391
H -1.354 2.524 -0.611 -0.0485 -0.2032 -0.0305 0.352
H -2.317 1.087 -1.052 0.2807 0.0560 0.1800 0.311
H -2.276 1.671 0.634 -0.2123 0.0935 0.0006 0.359
H -0.950 -0.769 1.484 -0.2516 -0.1138 0.1015 0.313
H -1.849 -1.015 -0.068 0.3409 0.2522 0.1139 0.371
H 2.280 -1.518 -0.293 -0.1722 0.0017 0.4159 0.193
H 1.786 -0.694 1.133 -0.4889 -0.6712 -0.7519 0.330